13
Properties=species:S:1:pos:R:3:forces:R:3 method="wB97M-V/def2-TZVPD" homo_energy_ev=-2.3 e_lumo_ev=4.26 gap_ha=0.2396 max_force_ev_per_a=2.18 charge=-1 relative_energy_kj_mol=85.61
C -1.1034 -2.1894 1.2459 0.90 1.22 0.56
O -1.2446 -1.4541 0.0737 -0.56 0.29 -0.56
H -0.2770 -2.9033 1.1707 -0.36 -0.64 -0.11
H -2.0614 -2.6020 1.5771 0.15 -0.38 -0.24
H -0.7496 -1.5362 2.0596 -0.22 0.06 0.09
C 0.7224 2.2616 -1.5601 -0.31 0.29 0.13
C 1.0029 1.1007 -0.8907 2.07 0.68 0.09
N 0.7202 0.5287 0.2944 -0.41 -0.01 0.35
H 0.0459 3.0543 -1.2390 -0.19 -0.31 0.19
H 1.2737 2.4971 -2.4661 0.03 -0.16 0.05
H 1.9283 0.6498 -1.3268 -0.91 -0.55 -0.49
H 0.4050 1.2216 0.9743 -0.56 0.09 -0.31
H -0.6624 -0.6290 0.0869 0.35 -0.57 0.25